ORCA calculation (wB97M-V/def2-TZVPD) on a cluster of 4 separate species, C16H34IO3S in total.

Net charge: +1
LUMO, hartree: -0.2023
Total energy, a.u.: -1551.31550
Frontier orbital gap, eV: 6.034
HOMO, eV: -11.5
M, g/mol: 433.4

```
55
Properties=species:S:1:pos:R:3:nbo_charge:R:1
C 2.725 1.490 -1.349 -0.616
C 2.057 2.815 -1.753 -0.434
C 0.620 2.831 -1.246 -0.257
C -0.358 1.980 -2.055 -0.662
S 0.062 4.608 -1.341 0.389
I 0.037 5.437 0.880 0.263
H 3.384 1.628 -0.496 0.230
H 1.989 0.727 -1.099 0.218
H 3.327 1.103 -2.168 0.235
H 2.047 2.928 -2.838 0.223
H 2.623 3.657 -1.350 0.218
H 0.565 2.586 -0.187 0.243
H -0.941 2.571 -2.766 0.212
H 0.195 1.247 -2.638 0.248
H -1.028 1.461 -1.376 0.289
H -1.253 4.419 -1.523 0.186
C -1.385 -2.021 1.368 -0.429
C -1.743 -2.699 0.044 -0.432
C -2.168 -1.515 -0.809 -0.072
O -1.392 -0.395 -0.349 -0.582
C -0.735 -0.734 0.884 -0.074
H -0.718 -2.612 1.992 0.226
H -2.284 -1.798 1.945 0.204
H -0.864 -3.178 -0.390 0.213
H -2.527 -3.449 0.132 0.227
H -3.231 -1.292 -0.679 0.169
H -1.968 -1.668 -1.870 0.199
H 0.332 -0.889 0.683 0.154
H -0.838 0.087 1.593 0.202
C 1.804 -3.445 -4.414 -0.430
C 2.222 -2.675 -3.161 -0.432
C 0.877 -2.172 -2.652 -0.063
O -0.086 -3.149 -3.029 -0.546
C 0.491 -4.072 -3.962 -0.067
H 2.533 -4.187 -4.734 0.226
H 1.631 -2.756 -5.242 0.203
H 2.673 -3.353 -2.433 0.209
H 2.928 -1.869 -3.358 0.212
H 0.607 -1.212 -3.113 0.150
H 0.840 -2.051 -1.566 0.179
H 0.659 -5.028 -3.458 0.172
H -0.215 -4.229 -4.777 0.191
C -0.714 2.599 5.218 -0.429
C -1.820 1.663 5.706 -0.431
C -1.906 0.665 4.558 -0.068
O -0.588 0.577 4.006 -0.549
C 0.231 1.622 4.532 -0.064
H -0.231 3.160 6.015 0.225
H -1.118 3.311 4.493 0.188
H -1.508 1.162 6.624 0.212
H -2.767 2.164 5.897 0.224
H -2.596 1.014 3.781 0.161
H -2.219 -0.330 4.875 0.194
H 0.945 1.195 5.243 0.175
H 0.795 2.070 3.711 0.168
```